1.
# C34H35FN5O9Rh

A molecular structure, C34H35FN5O9Rh at a distorted geometry (ωB97M-V/def2-TZVPD, the OMol25 dataset).

```
85
C34H35FN5O9Rh, DFT ωB97M-V/def2-TZVPD
C -4.96 5.20 1.50
O -0.99 0.97 -0.98
O 0.55 1.94 1.15
O 4.61 0.08 7.15
H 0.38 5.49 7.97
C -0.50 3.49 2.52
O 5.16 -0.81 5.25
C -1.10 -0.96 -3.26
C 0.38 7.47 7.12
N 4.36 -0.37 6.05
C 0.90 -2.68 -0.49
N -0.29 0.99 6.88
C 0.73 0.39 5.99
H 2.26 0.42 7.51
H -0.63 0.30 4.33
H -5.15 4.21 1.10
H -2.11 5.46 7.78
Rh 0.46 0.26 0.08
C 2.96 -0.21 5.58
H 3.49 -0.72 3.56
O -2.45 2.45 -1.72
C 0.38 0.13 4.68
C 4.30 -3.29 -0.78
H 1.35 0.25 -2.95
H 3.94 -3.61 1.96
H 1.18 7.83 7.76
H 0.75 -3.50 0.19
C -1.55 4.38 2.76
C -2.01 5.92 6.79
H 4.59 -2.67 -1.62
C 1.08 -0.33 2.36
H 1.28 2.60 3.36
H -0.95 8.92 7.85
C 2.24 -0.96 -1.42
H 2.31 -2.94 2.06
C 1.38 -0.27 3.80
C -2.47 3.83 0.66
C -0.18 -2.26 -1.30
H -2.03 7.94 5.96
C 3.04 -3.41 1.39
C 3.36 -2.55 0.18
C 2.69 -0.43 4.24
H 1.33 5.67 6.51
H -1.12 -2.79 -1.23
H -3.24 4.00 -0.07
N -0.93 7.90 7.74
H 3.88 -1.65 0.53
H -1.54 0.02 -3.09
H -1.00 7.51 8.68
H 3.81 -4.19 -1.17
H -0.65 -0.95 -4.26
C -0.67 4.89 4.97
C -1.60 5.10 3.97
H -5.53 5.99 1.04
N -0.75 5.51 6.21
C -0.04 -1.26 -2.25
H 0.43 7.97 6.15
O -1.27 1.48 6.34
O -0.02 1.08 8.05
H -2.85 5.55 6.20
C -0.45 2.72 1.30
N -2.52 4.55 1.78
H 3.20 -0.45 -1.48
H -2.40 5.81 4.11
C -4.66 5.28 2.97
C -1.51 2.88 0.40
C 2.14 -2.08 -0.57
H 2.63 -4.38 1.10
C 0.47 3.30 3.52
F 1.22 3.65 5.70
C -1.67 2.09 -0.86
C 0.36 3.95 4.71
H -3.23 6.55 1.82
C 1.18 -0.55 -2.24
C -3.58 5.53 1.95
C 0.39 5.96 6.98
H 5.21 -3.60 -0.26
H -5.03 6.13 3.53
O 1.96 -0.16 1.49
H -3.01 7.75 7.44
H -1.88 -1.71 -3.24
H -4.62 4.34 3.51
O -0.13 -0.45 1.95
C 2.01 0.21 6.48
C -2.11 7.43 6.93
```

Its net charge is +2. The gap between HOMO and LUMO (spin up / spin down) is 6.4 / 6.4 eV. For the total energy, the calculation gives -67409.3296 eV. The value obtained for the maximum force is 2.2 eV/Å. Its highest occupied orbital energy (spin up / spin down) is -0.48677 / -0.48672 Eh.

2.
# C34H35GeN6O5S2W

A molecular structure, C34H35GeN6O5S2W (ωB97M-V/def2-TZVPD, the OMol25 dataset).

```
84
C34H35GeN6O5S2W, DFT ωB97M-V/def2-TZVPD
C -0.17 5.61 1.35
C 2.26 2.02 -4.87
C -0.29 -3.08 5.32
H -0.02 -3.43 -0.38
C -3.36 -1.04 0.08
H -0.93 6.37 1.51
C -3.84 1.82 -2.05
Ge 0.32 2.25 -1.14
H 1.19 6.43 2.80
W -0.49 -0.17 -0.21
C 2.55 -1.52 -2.84
C 0.22 -2.54 3.99
C -0.03 1.24 2.52
H -0.51 0.13 -3.02
H -3.75 -0.04 -0.02
H 1.04 -3.14 3.56
C 3.93 -1.67 -2.99
H -1.24 -4.67 -0.75
O -5.32 -3.10 2.17
H -3.58 -4.27 2.23
H -1.31 4.62 -0.14
H 5.02 1.86 -2.92
H 3.21 0.05 1.43
C 1.65 2.09 -2.53
O 0.71 -0.91 -1.50
C -3.81 -2.07 0.82
S -1.43 1.25 1.45
N -0.21 1.80 3.73
H -0.88 -3.39 -1.91
H 0.59 1.97 4.31
H 2.56 2.95 0.76
H -2.77 -5.22 0.98
H 0.57 -1.51 4.06
C -2.64 0.11 -3.23
C -2.05 -2.75 -0.29
H 0.50 -2.98 6.05
N 1.14 0.76 2.23
O -2.22 -1.83 3.23
C 2.46 -0.14 0.66
H 5.86 -1.48 -2.09
N -4.96 -2.05 1.68
H -0.55 -4.14 5.26
H 0.26 2.21 -4.18
H -1.45 -4.72 3.19
C -1.43 0.58 -2.67
N -2.97 -3.15 0.60
H 1.87 -1.77 -3.65
C 2.06 -1.05 -1.64
H -2.60 -0.73 -3.92
C 4.80 -1.35 -1.96
O -5.50 -0.98 1.81
N 1.25 0.21 0.95
C 3.60 1.92 -4.53
C -0.98 -3.62 -0.85
C 1.99 4.68 1.85
C -1.40 -4.14 2.27
C 4.30 -0.87 -0.76
C -3.82 0.73 -2.95
C 1.02 5.64 2.08
H -4.75 0.40 -3.41
H 3.33 2.03 -1.17
C 3.01 2.02 -2.20
H -0.56 -4.50 1.68
H 2.92 4.70 2.41
H -4.78 2.31 -1.82
H 4.35 1.86 -5.30
C 3.98 1.92 -3.19
C 0.59 3.63 0.19
C 1.29 2.10 -3.88
H 4.97 -0.62 0.04
C -2.68 2.25 -1.46
C -2.75 -4.27 1.53
C -1.42 1.68 -1.80
H 1.96 2.04 -5.91
C 2.92 -0.70 -0.59
H -2.74 3.08 -0.77
H 4.32 -2.04 -3.93
C 1.78 3.69 0.91
S -1.02 -2.44 2.73
O -0.35 -1.79 1.59
N -2.22 -1.46 -0.58
C -0.38 4.60 0.42
H -1.15 -2.52 5.66
H -1.06 2.30 3.94
```

Its net charge is +2. The gap between HOMO and LUMO (spin up / spin down) is 6.5 / 6.6 eV. For the total energy, the calculation gives -134999.6662 eV. The value obtained for the maximum force is 0.5 eV/Å. As for the energy relative to the best compared isomer or geometry (same formula, charge and spin): 77.1 kJ/mol. As for the spin multiplicity: 2. Its highest occupied orbital energy (spin up / spin down) is -0.48193 / -0.47762 Eh.

3.
# C34H35N6O2S3Tc

A molecular structure, C34H35N6O2S3Tc at a distorted geometry (ωB97M-V/def2-TZVPD, the OMol25 dataset).

```
81
C34H35N6O2S3Tc, DFT ωB97M-V/def2-TZVPD
S 1.00 -0.24 2.74
H -2.45 3.12 -0.66
H 1.80 -1.88 1.24
C -0.53 0.93 -1.64
C 1.45 -3.31 -1.79
H 3.89 0.97 -2.20
H 2.62 2.06 -4.12
H -6.21 -2.80 3.97
H 4.50 -1.14 -1.11
H -5.43 -1.05 5.59
H 4.09 1.93 -5.08
H -2.02 3.36 3.46
H -3.33 2.75 0.80
H -4.03 0.60 1.15
C 1.34 -2.18 0.31
H -2.93 1.95 2.87
C -2.40 2.55 0.26
H -0.47 0.55 -5.01
C -3.80 0.62 0.09
C 4.37 -3.93 -0.95
H -0.06 4.57 2.91
Tc -0.78 -0.03 1.30
H 3.25 -1.10 -5.88
H -1.46 -1.68 -1.29
C -4.54 -2.53 2.67
H 3.63 3.36 4.68
N -2.99 -0.89 3.33
S 0.59 1.00 -0.28
N 3.37 -3.28 -0.22
H 2.01 5.14 4.07
H 2.60 1.24 -5.69
H -0.33 3.14 0.47
H -4.49 1.30 -0.41
C 1.81 4.11 3.82
C -2.77 0.76 -2.53
C 1.27 1.45 3.17
C -1.22 3.03 1.08
O -1.82 -0.29 3.15
H 1.96 -3.93 -2.51
N 4.48 -3.59 -2.28
C 3.18 1.40 -4.79
N 0.11 -1.73 0.07
C 0.37 2.46 2.83
C -4.87 -1.28 4.69
H 3.15 1.01 4.08
C 0.64 3.78 3.16
C 0.17 -2.86 -2.02
C -0.88 0.66 -4.01
H 3.53 -3.36 0.78
C 4.21 -1.14 -2.15
C 3.51 0.09 -4.12
H -0.34 -3.11 -2.94
C -1.96 2.30 3.23
C -0.02 0.81 -2.93
C 3.51 -1.10 -4.83
C -5.29 -2.26 3.79
N -0.91 2.09 2.19
H 1.05 0.80 -3.08
C 2.44 1.80 3.84
H 3.80 -3.23 -4.78
H 5.16 -4.16 -2.75
C 3.87 0.05 -2.77
C 4.18 -2.33 -2.87
C -3.35 -1.83 2.44
H -3.26 0.14 5.09
C -0.47 -2.07 -1.09
H -2.92 0.50 -4.65
H -3.91 -0.38 -0.31
S -2.27 -2.03 1.14
C 2.06 -2.96 -0.59
C -2.25 0.62 -3.81
H -1.70 1.75 4.12
C -3.70 -0.61 4.45
C 2.71 3.11 4.16
H -3.84 0.73 -2.39
H -1.48 4.01 1.48
C -1.91 0.91 -1.45
C 3.83 -2.30 -4.21
N -2.40 1.08 -0.08
O 5.12 -4.71 -0.40
H -4.84 -3.28 1.96
```

Its net charge is +1. The gap between HOMO and LUMO (spin up / spin down) is 6.7 / 6.4 eV. For the total energy, the calculation gives -83561.6053 eV. The value obtained for the maximum force is 1.6 eV/Å. As for the energy relative to the best compared isomer or geometry (same formula, charge and spin): 34.8 kJ/mol. As for the spin multiplicity: 2. Its highest occupied orbital energy (spin up / spin down) is -0.37486 / -0.37027 Eh.

4.
# C34H35N7S2Ti

A molecular structure, C34H35N7S2Ti at a distorted geometry (ωB97M-V/def2-TZVPD, the OMol25 dataset).

```
79
C34H35N7S2Ti, DFT ωB97M-V/def2-TZVPD
C 2.86 0.26 -2.27
C -0.57 0.77 -2.85
C -0.30 4.07 3.21
H -5.36 2.39 -2.23
H -3.00 2.87 -2.58
C -1.41 3.81 2.41
H -2.29 4.44 2.45
C 1.60 -0.03 1.43
H -1.78 -5.34 2.14
C 4.00 2.32 -2.66
C -2.69 0.20 -0.49
H 1.65 3.36 3.79
H 4.34 -1.33 -4.01
C -1.85 -1.77 0.73
H 3.63 3.81 -1.14
H 4.68 2.93 -3.25
C 0.75 2.12 2.28
H -4.34 -0.92 0.29
H -0.30 4.92 3.88
N -0.86 -0.83 2.71
H -0.85 3.45 -0.85
H 0.45 0.97 -3.15
C -2.39 -2.82 -0.01
H 3.56 -3.91 -4.03
H 2.02 2.37 0.04
C -5.00 0.70 -0.96
C 1.44 -4.45 -2.24
C -2.31 1.27 -1.32
H -1.68 0.83 3.71
N -0.87 1.44 -1.56
Ti -0.02 0.30 0.22
C 0.78 3.22 3.16
C 3.41 2.82 -1.51
C -1.29 -3.29 2.50
S 0.56 -1.87 -0.93
H -0.71 -0.31 -2.76
H 1.68 -4.73 -1.21
C 2.67 -0.94 1.65
C -2.37 -4.10 0.50
H 4.48 -0.98 2.89
C 3.54 -1.79 -3.47
C -4.05 -0.09 -0.33
C -0.52 2.87 -1.71
H -0.50 -1.60 4.66
H -2.78 -2.62 -1.00
C 1.76 1.10 2.22
S 3.20 1.05 3.19
H -0.98 3.30 -2.61
C 2.52 2.01 -0.85
H -0.87 -3.50 3.47
H 2.77 -1.89 1.15
N -1.68 -0.48 0.20
C 3.59 -0.49 2.55
C -1.37 2.74 1.54
C 1.84 -2.01 -2.02
C -4.62 1.77 -1.75
H 0.56 2.97 -1.82
C -2.02 -0.07 3.20
C 3.18 -3.08 -3.46
H -2.68 0.20 2.38
H -1.24 1.14 -3.63
H 0.84 -1.78 3.50
N 2.71 -1.11 -2.57
H -2.22 2.52 0.90
N 2.20 0.76 -1.22
H 0.45 -0.19 4.19
H 0.37 -4.32 -2.32
C 3.72 1.03 -3.05
H -6.05 0.47 -0.82
H 1.77 -5.23 -2.92
C -1.81 -4.34 1.74
C 0.03 -1.13 3.83
H -2.80 -4.92 -0.07
H 4.18 0.62 -3.94
C -3.27 2.04 -1.94
H -2.60 -0.67 3.92
C -1.32 -2.00 2.00
N -0.30 1.93 1.45
N 2.13 -3.21 -2.58
```

Its net charge is +2. The gap between HOMO and LUMO is 6.6 eV. For the total energy, the calculation gives -91031.2712 eV. The value obtained for the maximum force is 1.6 eV/Å. As for the energy relative to the best compared isomer or geometry (same formula, charge and spin): 63.0 kJ/mol. Its highest occupied orbital energy is -0.47196 Eh.

5.
# C34H36As2BN4S2V

A molecular structure, C34H36As2BN4S2V at a distorted geometry (ωB97M-V/def2-TZVPD, the OMol25 dataset).

```
80
C34H36As2BN4S2V, DFT ωB97M-V/def2-TZVPD
C -0.42 -2.97 1.44
H -2.53 1.92 1.29
H -1.85 6.78 0.63
C -4.37 -2.70 0.02
H 1.59 2.94 1.20
C -0.70 -4.22 3.24
H -1.62 4.02 -2.33
H 3.68 -1.35 2.13
H -4.77 -3.27 0.85
H 0.10 1.09 1.88
C 0.60 1.58 -3.19
H 2.03 -3.94 1.25
H 1.38 -0.44 5.64
C -0.17 2.43 -2.38
C -1.06 3.50 -4.33
H 2.02 -4.51 2.93
S 0.24 -2.34 -0.05
H -0.32 2.79 -6.22
H -3.65 5.96 2.12
V -0.42 -0.15 0.27
C 3.38 -1.03 -0.84
H 3.62 2.02 0.19
H 1.15 1.08 -5.20
H -0.28 0.78 4.27
H -2.68 -3.39 3.71
H 6.74 -1.33 -0.70
H 3.35 -1.49 4.58
C 0.80 0.44 2.44
H 4.92 0.00 0.27
C -4.80 -2.64 -1.27
C 3.09 -1.99 -1.80
C 5.44 -2.50 -1.95
C 1.92 -0.14 1.83
C -4.10 -1.40 -3.34
C 4.13 -2.73 -2.36
C -2.37 2.98 1.15
H 1.77 3.87 -0.28
N -3.28 -1.89 0.15
H 1.23 0.82 -2.77
N -1.62 -2.68 1.96
H 3.92 -3.47 -3.11
C 2.83 -0.86 2.60
C -1.80 -3.45 3.10
H 2.90 2.00 -1.42
As -0.12 2.24 -0.47
H 6.25 -3.08 -2.38
C 2.63 -0.95 3.97
C 1.63 2.87 0.11
H -0.45 -4.96 3.98
N 0.16 -3.90 2.20
C -0.28 2.68 -5.14
H -1.71 4.25 -4.78
C 4.69 -0.77 -0.45
C 2.69 1.90 -0.35
C -1.99 5.72 0.77
H -5.62 -3.13 -1.76
H -3.99 3.54 2.44
C 1.51 -0.37 4.57
C -3.05 -1.32 -1.04
C 5.72 -1.52 -1.00
As 2.03 0.08 -0.07
H 2.08 -2.17 -2.14
C -3.00 5.25 1.61
C 0.54 1.72 -4.57
H -1.89 -0.53 1.28
C -1.36 3.46 0.32
H -0.37 5.19 -0.52
H -4.30 -2.30 -3.91
N -3.97 -1.77 -1.92
C 0.58 0.32 3.81
B -2.56 -1.56 1.49
C -1.01 3.38 -2.95
H -4.92 -0.70 -3.46
C -1.16 4.82 0.13
C -3.20 3.89 1.80
H 1.35 -5.54 1.64
S -1.86 -0.11 -1.43
C 1.47 -4.52 1.99
H -3.18 -0.95 -3.69
H -3.35 -1.30 2.35
```

Its net charge is +3. The gap between HOMO and LUMO (spin up / spin down) is 5.5 / 7.1 eV. For the total energy, the calculation gives -211491.1402 eV. The value obtained for the maximum force is 1.1 eV/Å. As for the energy relative to the best compared isomer or geometry (same formula, charge and spin): 8.3 kJ/mol. As for the spin multiplicity: 2. Its highest occupied orbital energy (spin up / spin down) is -0.60530 / -0.61093 Eh.

6.
# C34H36Cl3HgN4O3S

A molecular structure, C34H36Cl3HgN4O3S (ωB97M-V/def2-TZVPD, the OMol25 dataset).

```
82
C34H36Cl3HgN4O3S, DFT ωB97M-V/def2-TZVPD
H 4.37 -0.96 5.53
H -2.31 1.79 5.35
C -0.04 6.87 3.44
Cl -2.35 -6.74 -3.85
H -0.86 1.01 7.23
C -2.34 -0.16 -3.17
N 3.18 -0.15 0.95
C 4.13 0.71 -1.04
C 1.17 -1.63 3.49
C -0.17 -5.64 -2.62
H 5.09 0.60 -0.54
H -0.23 4.09 -2.03
H 0.05 7.93 3.65
H -2.65 3.57 -1.57
C 3.43 -0.78 3.62
H -2.15 2.49 -0.26
H -3.61 1.50 -2.58
C 0.77 6.28 2.47
C -0.55 3.68 -1.07
H 1.27 4.44 1.46
C -1.84 2.91 -1.22
C -0.25 4.14 2.91
C -2.12 0.73 5.50
C 2.82 1.34 -2.96
N -1.20 1.98 3.35
H 0.29 -1.82 2.89
C -0.80 0.56 6.24
C -2.53 -1.30 4.13
H -2.09 0.24 -4.15
C -1.55 -5.59 -2.78
H 0.71 1.06 -2.78
O -1.63 1.87 -2.16
C 0.45 -4.72 -1.81
C 1.67 0.95 -2.28
Cl 2.18 -4.80 -1.63
H -0.54 -0.49 6.35
C 1.72 0.45 -1.00
H -4.60 -1.04 4.72
H 4.27 -0.31 3.13
H -1.78 4.12 4.39
C -0.97 6.10 4.12
H -2.93 0.57 -1.23
C -1.69 0.78 3.09
H 4.97 1.51 -2.85
N -2.13 0.10 4.18
H -0.68 4.49 -0.35
H 2.76 1.74 -3.97
H 2.42 -2.03 6.62
H 1.49 6.88 1.93
Hg 0.18 -0.27 0.25
H -1.47 -0.69 -2.78
H -4.31 -1.04 2.96
O 0.48 2.20 1.78
C -4.02 -1.49 3.91
H 0.23 3.01 -0.70
C -0.31 2.65 2.60
C 2.26 -1.00 2.85
C -2.72 0.96 -2.22
H 0.38 -2.49 5.27
H -2.94 0.30 6.07
C 1.23 -2.00 4.81
H -1.62 6.56 4.86
C 2.97 0.31 -0.35
Cl -2.61 -2.53 -0.47
H -3.16 -0.87 -3.26
H -4.26 -2.56 3.87
C 0.66 4.92 2.21
C 2.38 -1.76 5.57
S -2.06 0.11 1.52
C 3.47 -1.15 4.95
C -2.29 -4.63 -2.12
N 2.12 -0.64 1.54
H 0.41 -6.40 -3.13
C -1.06 4.74 3.86
C -0.23 -3.67 -1.09
H -3.37 -4.60 -2.22
C -1.65 -3.72 -1.30
H 0.00 1.04 5.68
O 0.37 -2.85 -0.36
C 4.06 1.21 -2.33
H -1.98 -1.79 3.33
H -2.23 -1.76 5.08
```

Its net charge is -2. The gap between HOMO and LUMO (spin up / spin down) is 4.4 / 6.3 eV. For the total energy, the calculation gives -100523.7688 eV. The value obtained for the maximum force is 0.7 eV/Å. As for the energy relative to the best compared isomer or geometry (same formula, charge and spin): 39.4 kJ/mol. As for the spin multiplicity: 2. Its highest occupied orbital energy (spin up / spin down) is -0.00624 / -0.07576 Eh.